The following is a quantum chemistry calculation of one molecule with the formula C23H24N2O4, from the Open Molecules 2025 dataset.

LUMO level = -0.591 eV
largest force on an atom = 1.10 eV/Å
E = -1301.32483 a.u.
net charge = 0
relative energy (zero: lowest compared OMol25 entry of this formula, charge and spin) = 184.82 kJ/mol

CARTESIAN COORDINATES (ANGSTROEM)
1 C 1.70719 -2.06496 0.93695
2 H 1.60423 -1.31475 1.71731
3 H 1.64606 -1.57199 -0.02967
4 H 2.68482 -2.53377 1.02647
5 C 0.59189 -3.10559 1.05921
6 C 0.72510 -4.14299 -0.01789
7 C 1.69336 -5.13330 0.10672
8 C 1.87058 -6.08671 -0.87611
9 C 1.08069 -6.06195 -2.01107
10 C 0.10427 -5.09014 -2.17102
11 C -0.06654 -4.13702 -1.16497
12 N -1.09596 -3.15859 -1.32304
13 C -0.86448 -1.88163 -1.68056
14 O 0.22841 -1.40998 -1.88748
15 C -2.14624 -1.04012 -1.84541
16 H -2.42862 -0.99751 -2.89916
17 O -1.88298 0.29713 -1.46621
18 C -1.46917 0.44289 -0.20201
19 O -1.44002 -0.46317 0.59730
20 C -1.07420 1.83893 0.09767
21 C -0.48348 2.08057 1.29547
22 C 0.02272 3.30232 1.85006
23 C -0.01373 4.53558 1.18945
24 C 0.49189 5.67716 1.77398
25 C 1.05586 5.62502 3.04910
26 C 1.09867 4.39676 3.72130
27 C 0.59459 3.26459 3.13372
28 H 0.63622 2.32507 3.66483
29 H 1.53780 4.36991 4.70598
30 O 1.57849 6.67938 3.71176
31 C 1.57469 7.94634 3.09384
32 H 2.15505 7.94096 2.16640
33 H 0.55605 8.28722 2.88586
34 H 2.04224 8.62226 3.80775
35 H 0.44374 6.60595 1.22822
36 H -0.44249 4.60118 0.20311
37 H -0.37735 1.20213 1.92399
38 C -1.35368 2.77633 -0.91397
39 N -1.62168 3.51283 -1.75336
40 H -2.96637 -1.44692 -1.24300
41 H -2.04380 -3.46843 -1.17029
42 C -0.70267 -5.03320 -3.43817
43 H -1.71761 -4.68545 -3.23323
44 H -0.76940 -6.03289 -3.87230
45 C -0.03756 -4.08971 -4.44344
46 H 0.08483 -3.09833 -4.01469
47 H 0.94739 -4.46397 -4.71193
48 H -0.63802 -4.01023 -5.34695
49 H 1.22162 -6.80194 -2.78545
50 H 2.62633 -6.84957 -0.76084
51 H 2.31050 -5.15212 0.99313
52 H 0.65712 -3.59341 2.03533
53 H -0.36803 -2.59403 0.99329

=====

The following is a quantum chemistry calculation of one molecule with the formula C23H24N2O5, from the Open Molecules 2025 dataset.

LUMO level = 0.018 eV
largest force on an atom = 0.96 eV/Å
E = -1376.57410 a.u.
net charge = 0
relative energy (zero: lowest compared OMol25 entry of this formula, charge and spin) = 178.40 kJ/mol

CARTESIAN COORDINATES (ANGSTROEM)
1 C -1.79444 2.94636 -2.00268
2 C -0.84504 2.59749 -0.90405
3 C 0.47852 2.44677 -1.13280
4 C 1.42308 2.11254 -0.08956
5 O 2.60422 1.92541 -0.25640
6 O 0.92688 2.00936 1.18317
7 C -0.39470 2.08600 1.43520
8 C -0.79453 1.80036 2.73907
9 C -2.14469 1.71482 3.03706
10 C -3.08938 2.07155 2.06155
11 C -2.68785 2.41361 0.79659
12 C -1.33385 2.38525 0.43502
13 H -3.43042 2.66946 0.05827
14 H -4.13375 2.03954 2.32797
15 O -2.66396 1.22811 4.19698
16 C -1.80779 0.62636 5.14817
17 C -0.82736 -0.41084 4.57284
18 O 0.22210 -0.63678 5.12573
19 N -1.24838 -0.99181 3.41273
20 C -0.38929 -1.26459 2.32747
21 C 0.94030 -1.62077 2.50844
22 C 1.78465 -1.68353 1.41552
23 C 1.32978 -1.39525 0.13574
24 C -0.01545 -1.09648 -0.04025
25 C -0.87142 -1.03904 1.04141
26 H -1.91117 -0.77568 0.89636
27 H -0.37794 -0.88135 -1.03359
28 C 2.29260 -1.32934 -1.01730
29 N 1.62600 -1.49932 -2.29404
30 C 2.39984 -0.98821 -3.41028
31 C 1.55723 -1.10472 -4.68058
32 H 0.65753 -0.47916 -4.57215
33 O 1.17964 -2.43879 -4.93038
34 C 0.46290 -2.96379 -3.83779
35 C 1.27569 -2.88601 -2.54604
36 H 2.17843 -3.51596 -2.64810
37 H 0.68090 -3.26005 -1.71022
38 H -0.47594 -2.40370 -3.70548
39 H 0.23384 -4.00024 -4.09148
40 H 2.12382 -0.77906 -5.55456
41 H 3.33998 -1.55160 -3.54815
42 H 2.64231 0.05964 -3.22261
43 H 3.10240 -2.06635 -0.87276
44 H 2.75086 -0.33396 -1.00313
45 H 2.82430 -1.93293 1.56652
46 H 1.31528 -1.80529 3.50098
47 H -2.19542 -0.77077 3.12864
48 H -1.20838 1.37691 5.67772
49 H -2.47596 0.14828 5.87043
50 H -0.02248 1.58158 3.45877
51 H 0.90196 2.56360 -2.11787
52 H -1.25826 3.08888 -2.93661
53 H -2.52582 2.15076 -2.13708
54 H -2.33137 3.86271 -1.76238